Record 1
# C36H71BrCl2N2O14PS2

A cluster of 7 separate species, C36H71BrCl2N2O14PS2 in total at a distorted geometry (ωB97M-V with the def2-TZVPD basis set, the OMol25 dataset).

Summary:
Total charge: +1
HOMO energy (eV): -10.38
HOMO-LUMO gap (eV): 7.69

Each line ends with the Löwdin charge.
CARTESIAN COORDINATES (ANGSTROEM)
C  -3.27  -2.41  -2.06  -0.0377
C  -1.99  -1.89  -1.41  -0.2395
N  -0.81  -2.67  -1.82  -0.2433
C  0.08  -1.97  -2.76  -0.2582
C  0.86  -2.97  -3.62  -0.0499
C  -0.15  -3.22  -0.74  -1.0774
S  -0.59  -4.69  -0.22  0.7470
S  1.16  -2.27  0.11  0.8947
C  0.37  -2.06  1.75  -0.4710
C  1.15  -1.07  2.62  -0.2691
C  1.19  0.37  2.11  -0.1474
C  -0.16  1.07  1.91  -0.7642
Cl  -1.44  0.39  2.98  0.8187
C  -0.57  0.93  0.46  -0.0915
N  -1.87  1.66  0.19  0.0799
C  -2.03  2.89  1.04  -0.6343
Br  -2.99  4.26  0.08  0.8471
C  -0.70  3.40  1.60  -0.5105
P  0.57  4.22  0.45  0.6308
O  0.01  3.95  -1.07  -0.4126
Cl  0.19  6.23  0.74  0.2571
O  0.01  2.40  2.30  -0.1512
H  -3.07  -3.27  -2.67  0.0840
H  -3.75  -1.65  -2.65  0.0455
H  -3.99  -2.70  -1.31  0.0735
H  -2.12  -1.94  -0.34  0.0978
H  -1.85  -0.85  -1.69  0.0886
H  0.76  -1.28  -2.25  0.0741
H  -0.55  -1.37  -3.40  0.1086
H  1.91  -2.96  -3.35  0.0714
H  0.45  -3.94  -3.45  0.0745
H  0.80  -2.68  -4.66  0.0704
H  0.36  -3.02  2.24  0.0586
H  -0.67  -1.79  1.61  0.0337
H  2.17  -1.42  2.68  0.1141
H  0.78  -1.10  3.62  0.0682
H  1.73  0.97  2.82  0.1311
H  1.73  0.43  1.17  0.1098
H  0.20  1.37  -0.15  0.1357
H  -0.69  -0.11  0.19  0.0909
H  -1.96  1.86  -0.81  0.1261
H  -2.63  1.01  0.42  0.1699
H  -2.68  2.63  1.85  0.0852
H  -0.98  4.16  2.32  0.1107
H  0.14  4.79  -1.55  0.0438
O  4.92  -1.47  -1.42  0.1070
C  5.56  -0.70  -0.77  -0.5281
O  4.93  0.15  0.07  -0.0209
C  5.62  0.99  1.00  -0.2301
C  6.07  2.26  0.32  -0.0618
C  7.06  -0.59  -0.93  0.0166
H  6.44  0.46  1.49  0.1168
H  4.90  1.22  1.78  0.1179
H  6.78  2.06  -0.49  0.0725
H  6.53  2.95  1.02  0.0877
H  5.19  2.74  -0.12  0.0555
H  7.28  0.04  -1.79  0.0959
H  7.45  -1.59  -1.13  0.0952
H  7.58  -0.20  -0.06  0.0713
O  1.73  -2.33  5.19  0.0809
C  1.22  -2.61  6.24  -0.5094
O  -0.12  -2.67  6.30  -0.0017
C  -0.84  -3.16  7.44  -0.2275
C  -1.04  -2.10  8.50  -0.0603
C  2.04  -2.83  7.49  0.0249
H  -0.35  -4.06  7.84  0.1176
H  -1.80  -3.48  7.05  0.1223
H  -0.09  -1.74  8.90  0.0696
H  -1.63  -2.48  9.32  0.0862
H  -1.55  -1.23  8.07  0.0827
H  2.26  -1.87  7.94  0.0998
H  2.97  -3.32  7.20  0.0953
H  1.56  -3.47  8.23  0.0751
O  -2.95  0.88  -4.09  0.0903
C  -2.59  2.00  -4.36  -0.5418
O  -3.27  2.70  -5.27  0.0170
C  -3.02  4.09  -5.56  -0.2171
C  -1.89  4.27  -6.55  -0.0505
C  -1.36  2.59  -3.74  0.0213
H  -2.85  4.64  -4.63  0.1113
H  -3.95  4.46  -5.98  0.1264
H  -0.95  3.89  -6.16  0.0708
H  -1.77  5.32  -6.79  0.0891
H  -2.12  3.72  -7.47  0.0894
H  -0.48  2.26  -4.29  0.1100
H  -1.29  2.22  -2.72  0.0481
H  -1.37  3.67  -3.69  0.0711
O  1.81  6.23  -4.77  0.0989
C  2.79  5.66  -4.35  -0.5348
O  2.81  4.32  -4.39  -0.0140
C  3.95  3.52  -4.04  -0.2202
C  3.97  3.29  -2.55  -0.0648
C  3.93  6.42  -3.71  0.0177
H  4.87  3.96  -4.42  0.1176
H  3.82  2.58  -4.56  0.1259
H  4.08  4.22  -1.99  0.0730
H  4.79  2.62  -2.26  0.0654
H  3.03  2.83  -2.24  0.0769
H  3.68  6.62  -2.67  0.0939
H  4.05  7.36  -4.23  0.0948
H  4.88  5.90  -3.75  0.0727
O  1.87  -7.14  5.80  0.1085
C  1.03  -6.86  4.99  -0.5305
O  -0.22  -7.33  5.17  0.0039
C  -1.32  -6.88  4.37  -0.2496
C  -1.37  -7.62  3.08  -0.0667
C  1.35  -6.07  3.75  0.0146
H  -1.29  -5.80  4.22  0.1118
H  -2.21  -7.08  4.97  0.1249
H  -0.47  -7.43  2.49  0.0639
H  -2.24  -7.31  2.49  0.0854
H  -1.43  -8.70  3.25  0.0901
H  1.76  -6.75  2.99  0.1010
H  2.11  -5.33  4.00  0.0852
H  0.51  -5.53  3.32  0.0530
O  -6.53  -1.32  -1.74  0.1139
C  -6.25  -0.22  -2.13  -0.5242
O  -6.17  0.78  -1.22  -0.0089
C  -5.65  2.07  -1.50  -0.2734
C  -6.69  3.00  -2.10  -0.0507
C  -6.08  0.09  -3.60  0.0169
H  -4.75  2.01  -2.11  0.0952
H  -5.34  2.46  -0.53  0.0754
H  -7.03  2.63  -3.06  0.0745
H  -6.28  4.00  -2.24  0.0797
H  -7.56  3.06  -1.44  0.0891
H  -7.07  0.25  -4.04  0.1025
H  -5.62  -0.77  -4.08  0.0924
H  -5.46  0.95  -3.81  0.0487

Record 2
# C36H72Li5O13P

A structure of composition C36H72Li5O13P at a distorted geometry (ωB97M-V with the def2-TZVPD basis set, the OMol25 dataset).

Summary:
Total charge: +2
HOMO energy (eV): -13.28
HOMO-LUMO gap (eV): 8.55

Each line ends with the Löwdin charge.
CARTESIAN COORDINATES (ANGSTROEM)
Li  -2.10  0.94  -1.15  0.6668
Li  2.24  -0.08  0.81  0.6581
Li  1.02  2.16  -0.52  0.6630
Li  -0.42  1.01  2.15  0.6854
Li  0.18  -0.71  -2.34  0.6972
P  -0.07  -0.04  -0.05  -0.1002
O  -1.14  -0.71  -0.90  -0.4249
O  0.42  -0.61  1.30  -0.4355
O  -0.67  1.40  0.22  -0.5224
O  1.22  0.21  -0.82  -0.4880
C  3.96  2.54  -3.58  -0.1306
C  4.57  2.99  -2.29  -0.1612
C  3.44  3.67  -1.55  -0.1595
O  2.34  2.79  -1.85  -0.2376
C  2.55  2.14  -3.09  -0.1882
H  4.48  1.67  -3.97  0.1225
H  3.95  3.32  -4.34  0.1258
H  5.41  3.66  -2.47  0.1303
H  4.96  2.17  -1.68  0.1077
H  3.29  4.67  -1.95  0.1241
H  3.61  3.82  -0.48  0.1298
H  1.75  2.35  -3.80  0.1236
H  2.56  1.07  -2.90  0.1036
C  -5.20  -1.85  -0.89  -0.1386
C  -5.00  -1.83  -2.39  -0.1661
C  -3.82  -0.99  -2.65  -0.1732
O  -3.89  -0.02  -1.57  -0.2080
C  -4.38  -0.68  -0.41  -0.1977
H  -4.89  -2.82  -0.50  0.1092
H  -6.27  -1.82  -0.68  0.1211
H  -5.94  -1.47  -2.80  0.1237
H  -4.88  -2.85  -2.77  0.1232
H  -3.81  -0.49  -3.62  0.1326
H  -2.92  -1.61  -2.63  0.1034
H  -4.96  -0.04  0.25  0.1282
H  -3.57  -1.14  0.16  0.0951
C  4.02  -2.24  3.99  -0.1578
C  4.99  -1.10  4.09  -0.1514
C  4.17  0.09  3.58  -0.1840
O  3.42  -0.48  2.54  -0.2289
C  3.13  -1.86  2.81  -0.1636
H  3.40  -2.21  4.89  0.1191
H  4.50  -3.22  3.88  0.1263
H  5.78  -1.37  3.39  0.1099
H  5.42  -0.94  5.08  0.1281
H  4.89  0.80  3.17  0.1220
H  3.51  0.51  4.34  0.1290
H  3.50  -2.50  2.01  0.1068
H  2.06  -2.03  2.93  0.1175
C  -3.37  0.07  4.42  -0.1682
C  -2.44  1.02  5.06  -0.1451
C  -2.36  2.02  3.89  -0.1867
O  -2.25  1.22  2.72  -0.2491
C  -2.97  0.00  2.95  -0.1515
H  -4.37  0.49  4.53  0.1276
H  -3.35  -0.91  4.89  0.1300
H  -1.51  0.53  5.34  0.1230
H  -2.93  1.46  5.93  0.1295
H  -1.51  2.70  3.97  0.1264
H  -3.29  2.60  3.82  0.1276
H  -2.38  -0.85  2.63  0.1187
H  -3.81  -0.02  2.25  0.1097
C  -1.92  -5.13  0.39  -0.1485
C  -2.15  -5.82  1.72  -0.1870
C  -3.26  -5.01  2.28  -0.2020
O  -3.06  -3.67  1.81  -0.1355
C  -2.00  -3.68  0.86  -0.2275
H  -2.70  -5.24  -0.35  0.1262
H  -0.93  -5.42  0.03  0.0983
H  -1.29  -5.91  2.39  0.1217
H  -2.43  -6.86  1.52  0.1230
H  -3.15  -5.16  3.36  0.1261
H  -4.18  -5.42  1.87  0.1273
H  -1.13  -3.35  1.41  0.1160
H  -2.12  -2.96  0.05  0.0881
C  1.78  -4.62  -3.24  -0.1430
C  1.06  -4.50  -1.93  -0.1501
C  0.18  -3.25  -2.02  -0.2266
O  0.96  -2.49  -2.90  -0.2204
C  1.43  -3.34  -3.94  -0.1703
H  1.53  -5.46  -3.90  0.1291
H  2.85  -4.62  -3.03  0.1162
H  1.74  -4.37  -1.09  0.1083
H  0.40  -5.35  -1.76  0.1091
H  0.12  -2.77  -1.04  0.0989
H  -0.81  -3.47  -2.40  0.1338
H  2.36  -2.93  -4.34  0.1281
H  0.75  -3.48  -4.78  0.1322
C  -4.36  4.58  -1.11  -0.1474
C  -3.88  4.67  0.32  -0.1574
C  -3.36  3.32  0.65  -0.2087
O  -3.56  2.48  -0.50  -0.2048
C  -4.63  3.11  -1.25  -0.1669
H  -3.63  4.96  -1.82  0.1081
H  -5.32  5.08  -1.21  0.1265
H  -4.71  4.93  0.99  0.1243
H  -3.07  5.38  0.50  0.1028
H  -3.93  2.98  1.51  0.1161
H  -2.30  3.33  0.93  0.1083
H  -5.53  2.75  -0.75  0.1353
H  -4.65  2.78  -2.29  0.1298
C  -0.12  6.40  -0.68  -0.1200
C  -0.16  5.94  -2.12  -0.1286
C  -0.46  4.44  -1.95  -0.2084
O  0.20  4.05  -0.78  -0.2269
C  0.74  5.25  -0.17  -0.1710
H  -1.09  6.32  -0.19  0.1089
H  0.30  7.39  -0.51  0.1312
H  0.75  5.97  -2.73  0.1269
H  -1.03  6.34  -2.63  0.1227
H  -0.03  3.84  -2.75  0.1122
H  -1.49  4.10  -1.85  0.1097
H  1.80  5.41  -0.41  0.1013
H  0.74  5.14  0.92  0.1256
C  5.86  -1.96  0.27  -0.1227
C  5.05  -2.81  -0.69  -0.1352
C  3.80  -1.96  -0.95  -0.2140
O  3.91  -0.88  -0.11  -0.2238
C  5.27  -0.55  0.07  -0.1588
H  6.94  -1.97  0.12  0.1261
H  5.61  -2.34  1.26  0.0970
H  4.78  -3.74  -0.18  0.1119
H  5.54  -3.09  -1.63  0.1185
H  2.91  -2.56  -0.79  0.1105
H  3.84  -1.62  -1.99  0.1267
H  5.34  0.10  0.93  0.1138
H  5.72  0.04  -0.73  0.1211